(a)
{"formula": "C2H6FNO", "method": "the ωB97M-V functional and the def2-TZVPD basis", "charge": 0, "smiles": "C[C@@](N)(O)F", "multiplicity": 1, "homo_ev": -10.3, "orbital_gap_ev": 11.1598, "symbols": ["C", "C", "N", "O", "F", "H", "H", "H", "H", "H", "H"], "coordinates": [[-0.74400, 0.98417, 0.26839], [0.38354, 0.01063, 0.04895], [-0.20090, -1.44213, -0.38539], [1.20753, 0.52867, -0.90159], [1.09911, -0.20995, 1.22275], [-0.31405, 1.86212, 0.60105], [-1.36730, 1.16910, -0.64467], [-1.45594, 0.47586, 0.84896], [0.45136, -1.95109, 0.20905], [-1.09906, -1.39780, -0.01647], [2.03972, -0.02956, -1.25101]]}

(b)
{"formula": "C2H6FNO", "method": "the ωB97M-V functional and the def2-TZVPD basis", "charge": 0, "smiles": "CC=O.NF", "multiplicity": 1, "homo_ev": -10.1, "orbital_gap_ev": 10.9867, "symbols": ["C", "C", "N", "O", "F", "H", "H", "H", "H", "H", "H"], "coordinates": [[-1.94682, -0.42868, -0.42359], [-0.78313, 0.19541, 0.32282], [2.35861, -0.09731, 0.16235], [-0.52208, 1.34459, 0.18782], [3.66185, 0.28128, 0.36020], [-1.50479, -0.80379, -1.27815], [-2.60338, -1.05083, 0.19042], [-2.57604, 0.42823, -0.63719], [-0.08373, -0.55198, 0.85710], [1.90198, 0.26205, 0.89895], [2.09754, 0.42103, -0.64073]]}

Quick look at relative energies in eV: (a) 0.000; (b) 2.455.

(a)
{"formula": "C4H6OS", "method": "the ωB97M-V functional and the def2-TZVPD basis", "charge": 0, "multiplicity": 1, "homo_ev": -8.9, "orbital_gap_ev": 9.4070, "symbols": ["C", "C", "C", "C", "H", "H", "H", "H", "H", "H", "O", "S"], "coordinates": [[1.06746, -0.68103, -0.57623], [-0.26440, -0.42039, 0.09255], [-0.29081, 0.58032, 1.20879], [-1.11323, 0.66233, -0.59226], [0.87739, -1.05024, -1.62944], [1.55879, -1.52016, -0.06903], [1.77614, 0.17950, -0.58137], [-0.84140, -1.29328, 0.17216], [0.68114, 1.06653, 1.51542], [-0.74396, 0.18473, 2.09755], [-1.12631, 1.45097, 0.49393], [-1.58081, 0.84073, -2.13207]]}

(b)
{"formula": "C4H6OS", "method": "the ωB97M-V functional and the def2-TZVPD basis", "charge": 0, "smiles": "S=C1CCCO1", "multiplicity": 1, "homo_ev": -8.5, "orbital_gap_ev": 8.8142, "symbols": ["C", "C", "C", "C", "H", "H", "H", "H", "H", "H", "O", "S"], "coordinates": [[1.29939, -0.29428, -0.07663], [0.47241, 0.81754, -0.28217], [-0.90967, 0.45228, 0.23806], [-0.79613, -1.02977, -0.00583], [1.03005, 1.73259, 0.14974], [0.53217, 1.07259, -1.36668], [-1.09355, 0.70179, 1.45909], [-1.64662, 1.06355, -0.19411], [-1.21328, -1.43862, 1.08059], [-1.23416, -1.48123, -0.96882], [0.54238, -1.33908, -0.14208], [3.01701, -0.25736, 0.10885]]}

Quick look at relative energies in eV: (a) 0.000; (b) 0.840.

(a)
{"formula": "C4H6OS", "method": "the ωB97M-V functional and the def2-TZVPD basis", "charge": 0, "smiles": "SOC1=CCC1", "multiplicity": 1, "homo_ev": -8.7, "orbital_gap_ev": 9.5749, "symbols": ["C", "C", "C", "C", "O", "S", "H", "H", "H", "H", "H", "H"], "coordinates": [[1.16300, -0.78981, -0.28952], [-0.04716, -0.56639, 0.20869], [1.03529, 0.48074, -1.18664], [-0.32741, 0.72704, -0.48743], [-0.83926, -1.37514, 1.50643], [-2.29580, -0.80620, 1.88004], [1.99274, -1.38495, -0.30286], [1.78857, 1.11255, -0.95137], [0.94591, 0.43576, -2.35509], [-1.22178, 0.57785, -1.13758], [-0.29115, 1.55793, 0.06273], [-1.90293, 0.03063, 3.05261]]}

(b)
{"formula": "C4H6OS", "method": "the ωB97M-V functional and the def2-TZVPD basis", "charge": 0, "smiles": "CC(=O)C(C)=S", "multiplicity": 1, "homo_ev": -8.8, "orbital_gap_ev": 7.9508, "symbols": ["C", "C", "C", "C", "H", "H", "H", "H", "H", "H", "O", "S"], "coordinates": [[-1.38547, -1.34395, 0.12793], [-0.72621, -0.11676, -0.35505], [0.71841, 0.05548, -0.19745], [1.26053, 1.44890, 0.16559], [-2.46363, -1.33060, -0.16262], [-0.87970, -2.23775, -0.30022], [-1.26169, -1.53352, 1.29960], [2.31797, 1.50941, 0.24763], [0.74244, 1.72250, 1.05993], [1.13670, 2.03789, -0.69620], [-1.25906, 0.88276, -0.75967], [1.79970, -1.09436, -0.42946]]}

(c)
{"formula": "C4H6OS", "method": "the ωB97M-V functional and the def2-TZVPD basis", "charge": 0, "multiplicity": 1, "homo_ev": [-7.6, -7.6], "orbital_gap_ev": [6.0601, 6.0758], "symbols": ["C", "C", "C", "C", "O", "S", "H", "H", "H", "H", "H", "H"], "coordinates": [[-1.19261, 0.92233, 0.07133], [-2.19342, 1.69284, -0.07671], [0.25900, -1.00546, -0.31180], [1.60430, -0.68222, 0.33546], [-0.79103, -0.27182, 0.35697], [2.05064, 1.04293, 0.17737], [-2.03381, 2.79401, -0.01894], [-3.30716, 1.38471, -0.18139], [0.39160, -0.72697, -1.43070], [0.01034, -2.14297, -0.20453], [1.70850, -0.91244, 1.35620], [2.23536, -1.07786, -0.34518]]}

Quick look at relative energies in eV: (a) 3.282; (b) 0.000; (c) 4.066.

(a)
{"formula": "C4H6OS", "method": "the ωB97M-V functional and the def2-TZVPD basis", "charge": 0, "smiles": "CC=C=O.C=S", "multiplicity": 1, "homo_ev": -8.6, "orbital_gap_ev": 8.1231, "symbols": ["C", "C", "C", "C", "O", "S", "H", "H", "H", "H", "H", "H"], "coordinates": [[-0.97764, -0.62644, 2.05750], [-0.68267, 0.94180, -2.40355], [1.17767, -0.20184, 0.93971], [-0.26357, -0.75002, 0.99058], [-1.66399, -0.41633, 2.94427], [0.62653, 0.07599, -2.51419], [-1.55635, 0.76178, -2.98957], [-0.58570, 1.63825, -1.58146], [1.95438, -0.96404, 0.60753], [1.42791, 0.41306, 1.82996], [1.13080, 0.44624, 0.02757], [-0.58739, -1.31845, 0.09164]]}

(b)
{"formula": "C4H6OS", "method": "the ωB97M-V functional and the def2-TZVPD basis", "charge": 0, "smiles": "CC(=O)C(C)=S", "multiplicity": 1, "homo_ev": -8.7, "orbital_gap_ev": 7.5236, "symbols": ["C", "C", "C", "C", "O", "S", "H", "H", "H", "H", "H", "H"], "coordinates": [[0.57814, 0.13607, -0.91879], [-0.10623, 1.02630, 0.02012], [0.52236, -1.43228, -0.68019], [-0.75551, 0.60114, 1.29801], [1.29349, 0.63887, -1.75255], [-0.18769, 2.52644, -0.68164], [0.91422, -1.38216, 0.32598], [-0.48298, -1.82829, -0.71632], [1.05381, -1.85111, -1.41577], [-0.03302, 0.64195, 2.06652], [-1.57628, 1.31882, 1.42667], [-1.22031, -0.39575, 1.02796]]}

Quick look at relative energies in eV: (a) 0.771; (b) 0.000.

(a)
{"formula": "C8H14O", "method": "the ωB97M-V functional and the def2-TZVPD basis", "charge": 0, "smiles": "C=CC(=C)C.CC(C)=O", "multiplicity": 1, "homo_ev": -8.8, "orbital_gap_ev": 8.1797, "symbols": ["C", "C", "C", "O", "H", "H", "H", "H", "H", "H", "C", "C", "C", "C", "C", "H", "H", "H", "H", "H", "H", "H", "H"], "coordinates": [[-0.71187, 0.37086, 1.90474], [1.38860, 1.37542, 0.89835], [-0.03895, 0.91576, 0.65253], [-0.74507, 1.70896, -0.07713], [1.38180, 2.13448, 1.68105], [1.99604, 0.53813, 1.24056], [-0.04771, -0.27747, 2.47192], [-0.99564, 1.21579, 2.53106], [-1.62111, -0.16622, 1.64224], [1.81896, 1.80244, -0.00394], [0.95150, -0.22226, -1.78481], [0.20706, -0.74565, -0.57236], [-1.32223, -1.06881, -0.96466], [0.80382, -1.70608, 0.18809], [-2.16289, -0.11152, -1.22678], [-1.53404, -2.12571, -0.90114], [0.77215, -0.85314, -2.65612], [0.59791, 0.77955, -2.02062], [2.02398, -0.17617, -1.60135], [0.30304, -2.14651, 1.03681], [1.81354, -2.04136, -0.00836], [-3.20612, -0.21442, -1.48140], [-1.67280, 1.01392, -0.94869]]}

(b)
{"formula": "C8H14O", "method": "the ωB97M-V functional and the def2-TZVPD basis", "charge": 0, "smiles": "C=C(C)OC.C#CCC", "multiplicity": 1, "homo_ev": -9.1, "orbital_gap_ev": 10.0575, "symbols": ["C", "C", "C", "C", "H", "H", "H", "H", "H", "H", "C", "C", "C", "C", "O", "H", "H", "H", "H", "H", "H", "H", "H"], "coordinates": [[-1.71746, -1.20389, 0.52989], [-2.20835, 0.12810, -0.04246], [-1.48717, -2.17278, -0.52336], [-1.31902, -2.95058, -1.41789], [-2.45883, -1.61000, 1.22483], [-0.78589, -1.04527, 1.08027], [-3.11986, -0.01875, -0.61836], [-2.42103, 0.82639, 0.76424], [-1.45370, 0.55854, -0.69463], [-1.16768, -3.64039, -2.19495], [0.78637, 2.65342, -0.22636], [1.88942, -0.84590, -0.54046], [1.57568, 0.41269, 0.19857], [1.62238, 0.60701, 1.50184], [1.09728, 1.39540, -0.72700], [1.65864, 3.16377, 0.19659], [0.36292, 3.23476, -1.04438], [0.05985, 2.57366, 0.63596], [2.68501, -0.65716, -1.25790], [2.19631, -1.62445, 0.15041], [1.02001, -1.18569, -1.09886], [1.95457, -0.15492, 2.18138], [1.23054, 1.55606, 1.92263]]}

Quick look at relative energies in eV: (a) 1.390; (b) 0.000.

(a)
{"formula": "C8H14O", "method": "the ωB97M-V functional and the def2-TZVPD basis", "charge": 0, "smiles": "C=CC(C)(C)OC(=C)C", "multiplicity": 1, "homo_ev": -8.8, "orbital_gap_ev": 9.7210, "symbols": ["C", "C", "C", "C", "C", "C", "C", "C", "O", "H", "H", "H", "H", "H", "H", "H", "H", "H", "H", "H", "H", "H", "H"], "coordinates": [[-2.57409, 0.98675, -0.09906], [3.01826, -0.46801, -0.18037], [-1.46387, 0.56189, -0.67809], [1.82058, 0.14806, -0.32786], [-0.59208, -0.57449, -0.10202], [1.90756, 1.62993, -0.41739], [-0.62217, -0.29960, 1.39128], [-1.26759, -1.95685, -0.38058], [0.68646, -0.55763, -0.69394], [-3.08314, 0.33323, 0.56836], [-3.05169, 1.95955, -0.33731], [3.00589, -1.49409, -0.16041], [3.88858, 0.06122, 0.16342], [-1.00348, 1.21401, -1.29040], [1.93936, 1.95913, -1.54034], [2.84307, 2.04205, 0.19513], [0.99355, 2.02108, -0.06446], [-0.59421, 0.87616, 1.63139], [0.19652, -0.70462, 1.88282], [-1.49189, -0.76543, 1.78123], [-0.88670, -2.81938, 0.11686], [-1.32526, -2.33916, -1.30935], [-2.34364, -1.81381, -0.14888]]}

(b)
{"formula": "C8H14O", "method": "the ωB97M-V functional and the def2-TZVPD basis", "charge": 0, "multiplicity": 1, "homo_ev": -7.8, "orbital_gap_ev": 8.6189, "symbols": ["C", "C", "C", "C", "C", "C", "C", "C", "O", "H", "H", "H", "H", "H", "H", "H", "H", "H", "H", "H", "H", "H", "H"], "coordinates": [[-0.35385, -1.82690, -0.78555], [-0.77554, -1.41456, -2.00745], [-0.02050, -0.71053, 0.23818], [-0.08201, 0.55491, -0.58604], [1.36729, -0.84523, 0.92101], [-1.03282, -0.59832, 1.37448], [-1.16921, 1.63729, -0.31536], [1.17028, 1.17723, -1.11201], [-0.83962, -0.13624, -2.21322], [-0.51552, -2.88234, -0.36932], [-0.88916, -2.03533, -2.85837], [1.45538, -0.29642, 1.81179], [2.17788, -0.42170, 0.30025], [1.36910, -1.95923, 1.16165], [-0.67804, 0.08932, 2.05880], [-1.07551, -1.63172, 1.86275], [-1.96511, -0.30683, 0.99296], [-0.68890, 2.66062, -0.31414], [-1.86738, 1.47141, 0.52634], [-1.74771, 1.62467, -1.16150], [1.62303, 1.80807, -0.27494], [0.93243, 1.94076, -1.92360], [1.90362, 0.29922, -1.53082]]}

(c)
{"formula": "C8H14O", "method": "the ωB97M-V functional and the def2-TZVPD basis", "charge": 0, "multiplicity": 1, "homo_ev": -7.7, "orbital_gap_ev": 8.1160, "symbols": ["C", "C", "C", "C", "C", "C", "O", "C", "C", "H", "H", "H", "H", "H", "H", "H", "H", "H", "H", "H", "H", "H", "H"], "coordinates": [[-0.23710, -0.10982, 0.49606], [0.23071, -0.73249, -0.65128], [1.61534, 0.76629, -0.26449], [-1.23365, 0.99714, 0.53390], [-0.12672, -0.40152, -2.06712], [2.29186, 1.00681, 1.05932], [0.09662, -0.67393, 1.65251], [-1.83029, -2.11333, -0.24772], [-2.97203, -2.23438, 0.19059], [-0.40949, -0.29393, 2.38090], [0.80919, -1.62733, -0.47612], [1.18735, 1.64750, -0.73313], [2.25875, 0.24031, -0.96405], [-1.03028, 1.67724, 1.36435], [-1.25923, 1.56314, -0.39218], [-2.20554, 0.51381, 0.66840], [0.77293, -0.28999, -2.67648], [-0.71959, -1.22864, -2.44988], [-0.72185, 0.50550, -2.15218], [2.54655, 0.06926, 1.55479], [3.22317, 1.56115, 0.89893], [1.67580, 1.59251, 1.74374], [-3.96250, -2.43530, 0.53117]]}

Quick look at relative energies in eV: (a) 0.408; (b) 0.000; (c) 3.499.

(a)
{"formula": "C8H14O", "method": "the ωB97M-V functional and the def2-TZVPD basis", "charge": 0, "multiplicity": 1, "homo_ev": -8.3, "orbital_gap_ev": 9.0411, "symbols": ["C", "C", "C", "C", "C", "C", "C", "C", "O", "H", "H", "H", "H", "H", "H", "H", "H", "H", "H", "H", "H", "H", "H"], "coordinates": [[1.87410, 1.36451, -0.08035], [0.37420, 1.52006, 0.21880], [-0.19731, -0.53926, -1.10039], [2.50850, 0.25302, 0.75806], [-0.60210, 0.33232, 0.00968], [-0.24402, -1.03058, 0.34971], [-2.17169, 0.71551, 0.15403], [-1.16440, -2.19508, 0.56484], [3.07913, -0.58845, 0.04839], [2.11017, 1.14049, -1.14482], [2.52147, 2.29088, 0.22535], [0.43541, 1.88596, 1.22607], [0.03505, 2.41106, -0.35093], [-0.87403, -1.07101, -1.76277], [0.67758, -0.25250, -1.76884], [0.75926, -0.95566, 1.00939], [-2.56667, 1.55560, -0.40878], [-2.54764, 1.10215, 1.07902], [-2.86605, -0.04180, -0.01918], [-1.62686, -2.56307, -0.35641], [-1.93387, -1.75178, 1.31276], [-0.60309, -3.01573, 1.06506], [3.02289, -0.56666, -1.02868]]}

(b)
{"formula": "C8H14O", "method": "the ωB97M-V functional and the def2-TZVPD basis", "charge": 0, "smiles": "C=C/C(C)=C(\\C)[C@H](C)O", "multiplicity": 1, "homo_ev": -8.8, "orbital_gap_ev": 9.6882, "symbols": ["C", "C", "C", "C", "C", "C", "C", "C", "O", "H", "H", "H", "H", "H", "H", "H", "H", "H", "H", "H", "H", "H", "H"], "coordinates": [[1.72098, -0.09669, 0.39209], [1.77638, 0.25084, 1.86816], [0.18340, 1.90664, -0.42807], [-0.53718, -2.01268, -0.31456], [0.29878, 0.41803, -0.28543], [-0.59295, -0.53046, -0.51887], [-2.00014, 0.02670, -1.06558], [-3.17409, -0.27223, -0.50442], [2.78448, 0.55089, -0.28482], [2.69462, 0.33640, -1.22692], [1.87169, -1.17156, 0.27149], [-1.97426, 0.68179, -1.93540], [0.99988, -0.28086, 2.42627], [2.75022, -0.01824, 2.29409], [1.65255, 1.32589, 2.03377], [-0.01461, 2.17806, -1.46928], [1.10765, 2.40985, -0.12868], [-0.62099, 2.29356, 0.20498], [-0.51842, -2.26131, 0.75078], [-1.40272, -2.51340, -0.75993], [0.34634, -2.44190, -0.79673], [-3.24261, -0.87951, 0.39427], [-4.10897, 0.10017, -0.91720]]}

Quick look at relative energies in eV: (a) 3.554; (b) 0.000.

(a)
{"formula": "C4H6N2O", "method": "the ωB97M-V functional and the def2-TZVPD basis", "charge": 0, "smiles": "Nc1ccc(O)[nH]1", "multiplicity": 1, "homo_ev": -6.7, "orbital_gap_ev": 7.6513, "symbols": ["N", "C", "C", "C", "C", "O", "N", "H", "H", "H", "H", "H", "H"], "coordinates": [[-2.23322, -0.12485, 0.07926], [-0.90392, -0.00270, -0.24109], [-0.23454, 1.15477, -0.48324], [1.14226, 0.87951, -0.20535], [1.25916, -0.44828, 0.03941], [2.32569, -1.22093, 0.37753], [0.01143, -1.01555, 0.00238], [-2.68702, -1.01025, 0.10867], [-2.71153, 0.69414, 0.40643], [-0.70127, 2.11005, -0.69252], [1.82429, 1.61388, 0.14049], [3.09511, -0.63965, 0.31591], [-0.18644, -1.99013, 0.15213]]}

(b)
{"formula": "C4H6N2O", "method": "the ωB97M-V functional and the def2-TZVPD basis", "charge": 0, "multiplicity": 1, "homo_ev": -7.9, "orbital_gap_ev": 8.3568, "symbols": ["C", "C", "N", "C", "N", "C", "O", "H", "H", "H", "H", "H", "H"], "coordinates": [[1.18244, 0.19141, 1.03239], [-0.65509, -0.26729, -0.68434], [0.03257, -0.61287, -1.77244], [-0.12089, 0.63099, 0.39404], [-1.84969, -0.71732, -0.40839], [-2.23725, -0.19881, 0.80032], [-1.31932, 0.53794, 1.33747], [0.94329, -0.23798, -1.96702], [-0.38567, -1.26482, -2.41445], [-0.10623, 1.68369, 0.09826], [1.12179, -0.85428, 1.32980], [2.01341, 0.31680, 0.33714], [1.38063, 0.79254, 1.91723]]}

Quick look at relative energies in eV: (a) 0.000; (b) 1.169.